Record 1
{
  "formula": "C30H79N6O12Sn",
  "method": "wB97M-V/def2-TZVPD",
  "multiplicity": 2,
  "charge": 0,
  "energy_ev": -71720.292,
  "max_force_ha_per_bohr": 0.0690,
  "symbols": ["Sn", "N", "O", "O", "O", "C", "C", "C", "O", "H", "H", "H", "H", "H", "H", "H", "H", "C", "C", "C", "O", "H", "H", "H", "H", "H", "H", "H", "H", "C", "O", "C", "C", "N", "C", "C", "O", "C", "H", "H", "H", "H", "H", "H", "H", "H", "H", "H", "H", "H", "H", "H", "H", "C", "O", "C", "C", "N", "C", "C", "O", "C", "H", "H", "H", "H", "H", "H", "H", "H", "H", "H", "H", "H", "H", "H", "H", "C", "C", "C", "O", "C", "N", "H", "H", "H", "H", "H", "H", "H", "H", "H", "H", "H", "C", "C", "C", "O", "C", "N", "H", "H", "H", "H", "H", "H", "H", "H", "H", "H", "H", "C", "C", "C", "O", "C", "N", "H", "H", "H", "H", "H", "H", "H", "H", "H", "H", "H"],
  "positions_angstrom": [[-6.00552, -14.16839, -13.77850], [-9.62336, -15.10962, -15.46847], [-9.77689, -16.27502, -15.13157], [-8.50470, -14.62068, -15.35062], [-10.57262, -14.42554, -15.73991], [-9.97755, -14.76079, -19.00310], [-11.17819, -14.70842, -19.91040], [-11.33820, -15.99531, -20.66302], [-12.36042, -14.37674, -19.27186], [-9.02844, -14.76814, -19.53906], [-9.85680, -15.67000, -18.41416], [-9.80684, -13.94311, -18.30284], [-11.02511, -13.95937, -20.68731], [-11.47014, -16.84416, -19.99208], [-10.40387, -16.25120, -21.16267], [-12.12507, -15.84389, -21.40193], [-12.54596, -15.12045, -18.69386], [-6.48770, -13.90701, -17.90291], [-6.22885, -12.44239, -18.16317], [-6.30645, -12.02010, -19.67299], [-7.12214, -11.64452, -17.50883], [-7.49316, -14.28385, -18.09037], [-6.13178, -14.12360, -16.89568], [-5.86515, -14.55470, -18.52018], [-5.20658, -12.16582, -17.90515], [-5.57848, -12.61150, -20.22833], [-6.11993, -10.96938, -19.89506], [-7.29418, -12.27032, -20.06014], [-6.69063, -11.53742, -16.65799], [-8.84992, -9.13376, -18.41806], [-9.96527, -9.98538, -18.00778], [-10.83390, -10.29171, -19.13459], [-12.12918, -10.88836, -18.53939], [-11.98322, -11.98143, -17.64385], [-13.10296, -12.17228, -16.68412], [-13.87042, -10.94951, -16.08905], [-12.87950, -9.97501, -15.62829], [-13.46054, -8.83706, -15.05295], [-8.09696, -9.08726, -17.63130], [-9.07114, -8.08265, -18.60333], [-8.33502, -9.58724, -19.26502], [-10.38986, -11.01762, -19.81575], [-11.00115, -9.40198, -19.74164], [-12.73014, -11.33552, -19.33123], [-12.58077, -9.98819, -18.12242], [-11.96959, -12.84755, -18.16323], [-12.76454, -12.63227, -15.75569], [-13.88138, -12.81675, -17.09256], [-14.48021, -11.21807, -15.22642], [-14.58594, -10.48470, -16.76735], [-14.03903, -9.01249, -14.14594], [-14.06998, -8.19817, -15.69209], [-12.69879, -8.15891, -14.66830], [-10.60975, -17.14002, -9.97918], [-9.74845, -16.61278, -11.01707], [-10.07847, -15.30948, -11.40805], [-9.29906, -14.22412, -10.57630], [-9.53356, -12.86642, -11.04695], [-8.87395, -11.81367, -10.25472], [-9.25221, -11.68518, -8.78236], [-8.51209, -12.60976, -8.02826], [-8.85153, -12.63622, -6.67448], [-10.48952, -18.21403, -9.83726], [-11.67445, -16.98652, -10.15514], [-10.47725, -16.58531, -9.05029], [-11.16381, -15.23046, -11.34560], [-9.83207, -15.17941, -12.46183], [-8.22384, -14.37966, -10.66458], [-9.68428, -14.21961, -9.55665], [-9.06691, -12.75563, -11.93581], [-9.16189, -10.85020, -10.67533], [-7.79147, -11.70013, -10.31337], [-10.32200, -11.84660, -8.64975], [-9.08657, -10.68306, -8.38686], [-7.97496, -13.07695, -6.19963], [-9.76679, -13.22318, -6.59781], [-8.90484, -11.65810, -6.19643], [-8.42046, -19.00228, -12.78401], [-7.27518, -18.10794, -13.11070], [-6.78963, -18.18877, -14.63797], [-5.96117, -17.05992, -14.87217], [-5.36562, -17.14321, -16.14573], [-7.77604, -16.78017, -12.79962], [-8.84593, -19.00518, -11.78049], [-8.06666, -20.01134, -12.99550], [-9.16165, -18.70458, -13.52570], [-6.45991, -18.27032, -12.40566], [-7.58693, -18.17519, -15.38109], [-6.15090, -19.05468, -14.81208], [-4.77662, -16.25579, -16.37736], [-6.08012, -17.06798, -16.96545], [-4.76839, -18.05392, -16.19070], [-8.41786, -16.85282, -12.02316], [-8.32333, -16.52238, -13.60839], [-14.91918, -16.77865, -17.87132], [-14.00217, -16.14324, -16.82513], [-14.18397, -16.86348, -15.46972], [-15.52814, -16.51262, -15.01866], [-15.86543, -17.06712, -13.76180], [-12.57803, -16.28316, -17.24811], [-15.94715, -16.42168, -17.80838], [-14.91838, -17.86774, -17.82683], [-14.49003, -16.44416, -18.81581], [-14.31565, -15.09934, -16.81502], [-13.31409, -16.59306, -14.87115], [-14.12077, -17.94201, -15.61422], [-16.04423, -18.13740, -13.86489], [-16.74360, -16.58495, -13.33234], [-15.08038, -16.93891, -13.01658], [-12.26102, -17.18222, -16.91451], [-12.01193, -15.67995, -16.66866], [-11.09098, -20.60518, -17.56068], [-10.34905, -19.50873, -16.78919], [-9.50982, -18.63376, -17.75194], [-8.45989, -19.47436, -18.28208], [-7.68146, -18.98771, -19.39911], [-11.28796, -18.74744, -16.01859], [-11.46911, -21.37791, -16.89134], [-10.52425, -21.03610, -18.38604], [-11.93750, -20.09305, -18.01808], [-9.68077, -19.94632, -16.04756], [-9.18837, -17.72404, -17.24482], [-10.15470, -18.23876, -18.53693], [-8.27432, -18.40854, -20.10704], [-7.18878, -19.77144, -19.97455], [-6.98689, -18.30431, -18.91059], [-11.52867, -19.26412, -15.18480], [-10.91456, -17.86571, -15.69730]],
  "forces_ev_per_a": [[-1.5, -1.4, -0.3], [-0.7, 0.4, 1.7], [-0.2, -2.9, 0.2], [3.2, 1.5, -0.1], [-1.4, 1.2, -1.1], [1.7, 0.1, 0.7], [0.9, 0.0, -0.7], [0.6, -0.5, -0.4], [-0.8, 0.9, -0.1], [-0.1, 0.1, -0.8], [-0.7, -0.3, 0.2], [-0.7, 0.3, 0.0], [0.2, 0.4, 0.1], [-0.7, 0.1, 0.1], [0.1, 0.2, -0.4], [-0.1, -0.5, 0.1], [-0.3, -0.7, 0.8], [0.8, -0.7, -0.4], [0.7, 0.2, -3.5], [-0.1, -1.2, 0.4], [-0.5, 1.0, 1.7], [-0.1, 0.6, 0.4], [-0.5, -0.2, 0.4], [0.4, 0.1, -0.3], [0.3, -0.3, 0.5], [0.0, 0.0, -0.2], [0.1, 0.0, 0.5], [-0.1, 0.0, 0.0], [-0.8, 0.5, 0.5], [-0.3, -1.1, 0.6], [0.7, 1.3, -1.5], [0.5, -0.9, 1.3], [0.0, 0.9, -1.3], [-0.2, 0.1, 2.5], [-0.3, 0.9, 0.9], [1.5, 0.8, -0.3], [-1.0, -0.3, -0.4], [0.3, 0.7, 0.7], [-0.3, -0.4, 0.3], [-0.7, 0.0, -0.4], [-0.1, 0.1, -0.3], [0.6, -0.3, 0.1], [-0.4, 0.2, 0.1], [-0.4, 1.0, -0.9], [-0.6, -0.5, 0.4], [0.2, 0.0, -0.1], [0.6, -0.5, -0.3], [-0.2, -0.2, -0.2], [0.1, -0.6, 0.2], [0.2, 0.3, -0.5], [-0.4, -0.7, 0.1], [-0.2, -0.3, -0.6], [0.6, -0.2, -0.3], [0.0, 0.8, 0.0], [-1.0, -1.3, 1.3], [0.1, 1.5, 0.2], [-0.9, -0.1, -0.4], [0.2, 0.8, 0.1], [-0.6, 1.3, 0.6], [-0.3, -0.5, -0.4], [0.5, 0.3, -0.5], [0.8, -0.4, 0.0], [0.6, 0.2, -0.2], [-0.1, 0.1, -0.8], [0.6, -0.2, 0.2], [-0.1, 0.6, 0.1], [0.1, -0.2, -0.1], [0.2, -0.9, 0.6], [0.5, -0.4, 0.2], [-0.4, -0.2, -0.6], [-0.5, 0.0, -0.3], [0.5, -0.9, 0.0], [-0.4, -0.3, -0.1], [0.3, 0.3, -0.2], [-0.4, -0.6, 0.3], [-0.1, 0.1, 0.7], [-0.5, 0.4, -0.3], [0.1, -1.8, -1.4], [0.5, 0.8, 0.0], [0.1, 0.4, 1.9], [0.2, 0.8, 0.1], [0.0, 0.5, -0.4], [1.4, 1.6, -1.3], [0.4, 0.5, 0.0], [-0.5, -0.5, 0.0], [-0.6, -0.4, 0.2], [0.5, -0.4, -0.4], [-0.5, -0.1, 0.3], [-0.2, -0.5, 0.2], [0.5, 0.0, 0.7], [-0.6, -0.7, 0.0], [0.1, 0.0, -0.4], [0.2, 0.1, 0.2], [-0.5, 0.4, -0.2], [0.4, 0.3, -0.3], [-0.1, -1.4, 0.0], [-1.3, 1.0, -1.0], [1.3, 0.1, 0.6], [0.3, -0.2, 0.0], [-0.9, 0.4, 0.3], [0.1, 0.0, 0.2], [0.1, 0.0, 0.0], [-0.3, -0.3, -0.3], [0.5, 0.1, 0.6], [-0.4, 0.4, 1.0], [-0.1, -0.2, -0.1], [-0.2, -0.2, 0.1], [-0.1, 0.1, -0.4], [0.3, 0.1, 0.0], [-0.1, -0.7, -0.5], [0.2, 0.7, 0.2], [-0.1, 0.6, -0.2], [1.1, -0.7, -0.5], [-0.2, -0.6, -0.2], [-0.5, -0.1, -0.4], [-0.8, 1.0, 1.4], [-1.0, 0.7, 0.2], [0.0, -0.1, -0.1], [0.3, -0.1, 0.3], [-0.3, -0.1, 0.0], [0.7, -0.4, -0.4], [0.7, 0.0, 0.3], [-0.2, -0.3, -0.5], [-0.3, 0.0, 0.0], [-0.1, -0.3, 0.6], [0.6, 0.1, -0.6], [-0.2, -0.1, 0.0], [0.4, 0.2, 0.1]],
  "mulliken_spin": [0.980, 0.029, 0.006, -0.037, 0.001, 0.000, 0.000, 0.000, 0.000, -0.001, 0.000, 0.001, 0.000, 0.000, 0.000, 0.000, 0.000, -0.124, 0.004, 0.001, -0.004, 0.011, 0.115, -0.001, 0.002, 0.000, 0.000, 0.000, 0.004, 0.000, 0.000, 0.000, 0.000, 0.000, 0.000, 0.000, 0.000, 0.000, 0.000, 0.000, 0.000, 0.000, 0.000, 0.000, 0.000, 0.000, 0.000, 0.000, 0.000, 0.000, 0.000, 0.000, 0.000, 0.000, -0.008, -0.016, -0.007, -0.006, 0.000, -0.001, 0.001, 0.000, 0.000, 0.000, 0.000, 0.003, -0.008, 0.039, -0.003, 0.011, -0.004, 0.010, 0.000, -0.001, 0.000, 0.000, 0.000, 0.001, 0.002, 0.011, -0.027, 0.021, -0.002, 0.001, -0.001, -0.001, 0.000, -0.004, 0.000, 0.014, -0.019, 0.001, 0.017, -0.010, 0.000, 0.000, 0.000, 0.000, 0.000, 0.000, 0.000, 0.000, 0.000, 0.000, 0.000, 0.000, 0.000, 0.000, 0.000, 0.000, 0.000, 0.000, -0.001, 0.000, 0.000, 0.000, 0.000, 0.000, 0.000, 0.000, 0.000, -0.001, 0.000, 0.000, 0.000, 0.001, 0.000, 0.000]
}

Record 2
{
  "formula": "C4H7NO",
  "method": "wB97M-V/def2-TZVPD",
  "relative_energy_kj_mol": 397.3,
  "multiplicity": 1,
  "charge": 0,
  "energy_ev": -7795.527,
  "max_force_ha_per_bohr": 0.0567,
  "symbols": ["O", "C", "C", "C", "N", "C", "H", "H", "H", "H", "H", "H", "H"],
  "positions_angstrom": [[-1.18968, -0.21298, -1.88932], [-0.18269, -0.27951, -0.93213], [0.50414, 1.01094, -0.47615], [0.70021, 0.29125, 0.86851], [-0.49925, 0.44301, 1.62853], [-0.24428, -0.78211, 0.47498], [-1.82292, -0.92945, -1.75029], [0.65113, -1.07029, -1.03702], [-0.19142, 1.85089, -0.36031], [1.38635, 1.31649, -1.03457], [1.67505, 0.14602, 1.30527], [-0.32042, 0.05917, 2.56966], [-0.46622, -1.84342, 0.63285]],
  "forces_ev_per_a": [[0.0, -0.3, 0.2], [1.0, -0.6, 0.4], [0.3, 0.0, -0.1], [1.0, 0.0, -0.3], [-0.5, -1.4, -0.9], [-1.7, 1.1, 2.1], [0.2, 0.1, 0.0], [-0.7, 1.0, -1.8], [0.2, -0.3, 0.0], [0.0, 0.0, 0.0], [0.1, 0.1, 0.3], [-0.3, -0.3, -0.7], [0.5, 0.6, 0.9]],
  "mulliken_charge": [-0.524, 0.219, -0.877, 0.206, -0.667, -0.489, 0.338, 0.176, 0.303, 0.261, 0.423, 0.238, 0.392]
}

- Among the records above, which one has the lowest multiplicity?
  C4H7NO